DFT (ωB97M-V/def2-TZVPD) results for a 7-piece molecular cluster, C45H103N2O7S3 overall in a non-equilibrium geometry.

As for the HOMO-LUMO gap: 7.81 eV. The relative energy (zero: lowest compared OMol25 entry of this formula, charge and spin) comes out at 0.0 kJ/mol. As for the largest force on an atom: 1.17 eV/Å. As for the total energy: -98143.375 eV.

Geometry as ORCA input:
```
! wB97M-V def2-TZVPD RIJCOSX def2/J DEFGRID3
* xyz 1 1
C -7.487 1.575 12.636
C -7.837 2.971 12.123
C -7.934 2.966 10.593
C -9.226 2.299 10.092
C -8.949 1.021 9.286
C -10.146 0.585 8.409
C -9.818 0.364 6.922
C -10.298 1.514 6.030
C -9.466 1.711 4.761
C -10.109 2.827 3.937
S -9.059 3.674 2.724
C -7.979 4.862 3.566
C -7.001 4.304 4.599
C -7.502 4.511 6.038
N -7.075 3.460 6.964
C -7.923 2.489 1.986
C -7.428 3.096 0.648
C -5.940 2.886 0.455
S -5.711 1.201 -0.171
C -3.972 1.261 -0.631
S -2.920 2.008 0.363
N -3.726 0.650 -1.833
C -3.823 -0.830 -1.772
C -2.478 -1.555 -1.732
O -1.493 -1.002 -2.577
C -1.281 0.344 -2.194
C -2.533 1.116 -2.545
H -8.366 0.962 12.814
H -6.960 1.623 13.582
H -6.827 1.080 11.933
H -8.806 3.273 12.507
H -7.097 3.689 12.451
H -7.058 2.452 10.209
H -7.870 3.997 10.253
H -9.840 2.031 10.945
H -9.740 3.011 9.451
H -8.058 1.140 8.676
H -8.755 0.240 10.012
H -10.539 -0.331 8.831
H -10.928 1.331 8.510
H -8.757 0.165 6.806
H -10.360 -0.522 6.609
H -11.332 1.338 5.744
H -10.310 2.435 6.616
H -8.447 1.948 5.043
H -9.491 0.769 4.224
H -10.461 3.591 4.621
H -10.959 2.453 3.380
H -8.620 5.648 3.948
H -7.408 5.297 2.753
H -6.727 3.271 4.419
H -6.093 4.885 4.482
H -8.588 4.603 6.032
H -7.133 5.479 6.369
H -6.652 2.688 6.463
H -7.895 3.100 7.436
H -8.444 1.560 1.802
H -7.053 2.326 2.609
H -8.021 2.733 -0.183
H -7.585 4.173 0.687
H -5.378 3.062 1.366
H -5.586 3.586 -0.289
H -4.446 -1.222 -2.569
H -4.334 -1.078 -0.846
H -2.651 -2.563 -2.095
H -2.090 -1.666 -0.717
H -0.441 0.762 -2.739
H -1.062 0.402 -1.131
H -2.387 2.179 -2.392
H -2.706 0.977 -3.608
C 1.038 -5.648 -2.131
C 1.320 -5.451 -3.611
O 0.389 -4.606 -4.261
C 0.321 -3.274 -3.783
C 1.621 -2.503 -3.928
H 0.009 -5.977 -1.979
H 1.713 -6.397 -1.715
H 1.178 -4.725 -1.565
H 1.251 -6.415 -4.116
H 2.340 -5.087 -3.766
H -0.026 -3.256 -2.744
H -0.452 -2.786 -4.376
H 2.405 -2.907 -3.284
H 1.474 -1.457 -3.657
H 1.983 -2.553 -4.956
C 7.465 -3.350 -6.303
C 7.389 -4.627 -5.486
O 6.368 -4.615 -4.503
C 5.043 -4.486 -4.978
C 4.606 -5.622 -5.887
H 7.533 -2.480 -5.648
H 8.341 -3.368 -6.952
H 6.587 -3.217 -6.937
H 8.322 -4.756 -4.934
H 7.286 -5.501 -6.138
H 4.906 -3.516 -5.471
H 4.408 -4.477 -4.091
H 5.157 -5.621 -6.828
H 3.544 -5.534 -6.125
H 4.780 -6.586 -5.406
C -3.699 -0.611 8.744
C -4.154 0.737 9.279
O -4.145 0.827 10.688
C -2.884 0.661 11.317
C -1.855 1.702 10.913
H -4.266 -1.418 9.210
H -3.845 -0.657 7.663
H -2.642 -0.790 8.942
H -5.192 0.911 8.985
H -3.562 1.549 8.838
H -2.501 -0.351 11.145
H -3.081 0.743 12.385
H -1.564 1.603 9.866
H -0.955 1.595 11.518
H -2.254 2.708 11.051
C 8.675 2.440 -8.926
C 7.798 1.336 -8.358
O 8.512 0.170 -7.994
C 9.496 0.335 -6.988
C 8.938 0.812 -5.657
H 9.289 2.056 -9.740
H 8.060 3.259 -9.301
H 9.348 2.850 -8.172
H 7.086 1.014 -9.119
H 7.208 1.708 -7.513
H 10.294 1.000 -7.334
H 9.946 -0.649 -6.852
H 8.550 1.830 -5.721
H 9.717 0.800 -4.895
H 8.119 0.167 -5.334
C 10.281 -4.319 -0.182
C 10.515 -2.989 -0.880
O 9.858 -2.874 -2.128
C 8.444 -2.961 -2.095
C 7.782 -1.869 -1.271
H 10.520 -5.148 -0.850
H 10.907 -4.393 0.708
H 9.243 -4.436 0.132
H 11.577 -2.879 -1.099
H 10.241 -2.156 -0.223
H 8.127 -3.952 -1.753
H 8.117 -2.873 -3.131
H 8.009 -1.966 -0.207
H 6.698 -1.918 -1.385
H 8.127 -0.885 -1.592
C 10.796 0.381 -15.225
C 11.695 0.979 -14.157
O 11.046 1.918 -13.320
C 9.956 1.424 -12.564
C 10.329 0.315 -11.593
H 10.306 1.170 -15.797
H 11.381 -0.236 -15.907
H 10.016 -0.249 -14.794
H 12.507 1.529 -14.634
H 12.161 0.189 -13.558
H 9.146 1.099 -13.226
H 9.577 2.282 -12.007
H 10.635 -0.592 -12.117
H 9.480 0.061 -10.958
H 11.162 0.623 -10.959
*
```